Below is a cluster of 2 separate species, C5H15N2S in total, with properties calculated with ωB97M-V/def2-TZVPD.

Structure (XYZ):
```
23
Properties=species:S:1:pos:R:3
S -1.9389 -1.5523 -0.7299
N 1.2785 3.3168 -1.1724
N -1.6764 1.4845 0.2949
C -0.3400 -2.3794 -0.2698
C 0.3565 -1.6217 0.8594
C -0.8977 2.3524 -0.5888
C 0.3908 2.6078 -0.3657
C 1.6326 -2.3808 1.2947
H -1.8907 0.5488 -0.1505
H 0.8661 3.4674 -2.0862
H -2.5757 1.9214 0.6287
H -0.3389 -1.4510 1.6852
H -1.5294 -1.1959 -1.9698
H 0.8538 2.2057 0.5306
H -0.5996 -3.3807 0.0774
H 2.1288 -1.8117 2.0809
H -1.0783 1.2784 1.1270
H 0.2720 -2.4928 -1.1636
H 0.6703 -0.6058 0.5828
H 2.3243 -2.4331 0.4496
H -1.4353 2.6692 -1.4689
H 2.1566 2.8362 -1.2726
H 1.3707 -3.3835 1.6270
```

Computed properties:
net charge = 0
HOMO level (spin up / spin down) = -2.28 / -7.89 eV
HOMO-LUMO gap (spin up / spin down) = 2.71 / 8.27 eV
energy relative to the best compared isomer or geometry (same formula, charge and spin) = 305.1 kJ/mol
spin multiplicity = 2